1.
C34H34BF5O6 | wB97M-V/def2-TZVPD

The calculation puts the gap between HOMO and LUMO at 9.2 eV. Its structure (SMILES) is O=C(OCCCO)OB(O)O.Fc1ccccc1.Fc1ccccc1.Fc1ccccc1.Fc1ccccc1.Fc1ccccc1. The molar mass is 644.44 g/mol.

ORCA input file:
```
! wB97M-V def2-TZVPD RIJCOSX def2/J DEFGRID3
* xyz 0 1
O -0.059 -2.930 1.105
C 0.003 -2.263 0.115
O -1.001 -1.966 -0.710
C -2.288 -1.718 -0.106
C -2.518 -0.223 -0.001
C -1.732 0.432 1.136
O -2.663 1.014 2.047
O 1.137 -1.708 -0.369
B 2.102 -1.161 0.496
O 2.463 -1.816 1.651
O 2.704 -0.016 0.104
H -3.033 -2.188 -0.747
H -2.344 -2.208 0.869
H -3.582 -0.079 0.204
H -2.271 0.225 -0.963
H -1.049 1.197 0.751
H -1.138 -0.327 1.665
H -2.236 1.136 2.898
H 1.984 -1.478 2.416
H 2.521 0.216 -0.813
F 2.166 -2.259 5.363
C 3.248 -3.074 5.330
C 4.025 -3.079 4.191
C 5.130 -3.917 4.153
C 5.435 -4.727 5.239
C 4.630 -4.699 6.371
C 3.522 -3.864 6.427
H 3.758 -2.444 3.359
H 5.751 -3.940 3.267
H 6.294 -5.382 5.203
H 4.862 -5.333 7.217
H 2.880 -3.824 7.296
F 3.110 -7.617 4.947
C 2.190 -7.162 4.067
C 2.178 -5.818 3.754
C 1.230 -5.360 2.847
C 0.320 -6.240 2.278
C 0.357 -7.587 2.614
C 1.301 -8.062 3.516
H 2.894 -5.149 4.215
H 1.202 -4.312 2.581
H -0.415 -5.870 1.576
H -0.352 -8.276 2.174
H 1.352 -9.106 3.791
F -1.491 1.857 -2.394
C -2.273 2.698 -3.110
C -2.178 4.054 -2.872
C -2.984 4.910 -3.610
C -3.864 4.403 -4.556
C -3.938 3.033 -4.770
C -3.136 2.164 -4.044
H -1.489 4.422 -2.124
H -2.926 5.977 -3.444
H -4.492 5.076 -5.123
H -4.625 2.635 -5.506
H -3.171 1.093 -4.195
F 4.162 1.561 -1.913
C 4.282 1.277 -3.231
C 4.909 0.104 -3.598
C 5.020 -0.185 -4.951
C 4.513 0.691 -5.901
C 3.889 1.863 -5.499
C 3.766 2.167 -4.150
H 5.299 -0.558 -2.838
H 5.506 -1.101 -5.261
H 4.605 0.460 -6.954
H 3.494 2.549 -6.237
H 3.280 3.072 -3.811
F -4.278 7.971 -3.219
C -5.071 7.683 -2.162
C -4.494 7.565 -0.914
C -5.314 7.267 0.165
C -6.679 7.093 -0.017
C -7.229 7.216 -1.285
C -6.424 7.516 -2.375
H -3.427 7.701 -0.799
H -4.881 7.172 1.152
H -7.312 6.859 0.829
H -8.292 7.078 -1.431
H -6.829 7.620 -3.372
*
```

=====

2.
C32H20Br2N6O4SSr | wB97M-V/def2-TZVPD

The calculation puts the gap between HOMO and LUMO at 5.9 eV. The molar mass is 832.04 g/mol.

ORCA input file:
```
! wB97M-V def2-TZVPD RIJCOSX def2/J DEFGRID3
* xyz -2 1
Sr 0.779 -0.040 0.309
Br -2.485 6.803 2.300
C -1.751 5.044 2.166
C -0.657 4.689 2.969
C -0.129 3.429 2.904
C -0.653 2.425 2.018
O -0.233 1.243 2.021
C -1.711 2.864 1.140
C -2.185 2.082 0.024
N -1.561 1.129 -0.571
C -2.136 0.611 -1.748
C -2.832 1.370 -2.659
C -3.340 0.806 -3.847
C -3.132 -0.510 -4.139
C -2.386 -1.319 -3.248
C -2.082 -2.675 -3.517
C -1.327 -3.383 -2.634
C -0.869 -2.740 -1.460
N -1.140 -1.494 -1.178
C -1.885 -0.766 -2.051
C -2.270 4.143 1.273
H -0.235 5.419 3.649
H 0.712 3.142 3.522
H -3.160 2.404 -0.365
H -2.951 2.431 -2.487
H -3.878 1.440 -4.542
H -3.503 -0.945 -5.060
H -2.442 -3.125 -4.436
H -1.044 -4.411 -2.814
H -0.254 -3.268 -0.740
H -3.092 4.429 0.625
O 2.816 0.620 1.138
C 3.809 1.384 1.326
C 5.009 0.937 1.956
C 6.081 1.775 2.154
C 6.047 3.110 1.740
C 4.895 3.575 1.128
C 3.780 2.761 0.925
C 2.575 3.321 0.305
N 1.589 2.715 -0.337
C 0.734 3.708 -0.751
C 1.179 4.926 -0.350
N 2.355 4.670 0.317
H 5.037 -0.099 2.271
H 6.973 1.385 2.635
H 6.901 3.761 1.875
H 4.879 4.599 0.766
H -0.159 3.471 -1.303
H 0.769 5.917 -0.440
H 2.903 5.332 0.832
Br -0.707 1.890 -4.419
C 0.582 0.481 -4.601
C 1.079 0.227 -5.870
C 1.991 -0.810 -5.978
C 2.342 -1.523 -4.845
C 1.793 -1.162 -3.621
N 0.910 -0.159 -3.509
C 2.152 -1.963 -2.356
O 2.553 -3.116 -2.564
O 1.952 -1.373 -1.271
H 0.756 0.812 -6.718
H 2.415 -1.062 -6.944
H 3.022 -2.362 -4.863
S -0.592 -2.589 2.002
C 0.215 -3.487 3.161
N 0.744 -4.134 3.972
*
```

=====

3.
CHO5S | wB97M-V/def2-TZVPD

The calculation puts the gap between HOMO and LUMO at 9.4 eV. The value obtained for the energy relative to the best compared isomer or geometry (same formula, charge and spin) is 110.3 kcal per mole. Its structure (SMILES) is O=S(=O)([O-])C1OO1. The molar mass is 125.08 g/mol.

ORCA input file:
```
! wB97M-V def2-TZVPD RIJCOSX def2/J DEFGRID3
* xyz -1 1
O -1.563 -0.655 0.705
S -0.949 0.416 0.008
O -0.587 1.650 0.771
O -1.498 0.640 -1.292
C 0.849 -0.186 -0.109
O 1.337 -0.835 0.930
O 1.107 -1.602 -0.284
H 1.305 0.572 -0.729
*
```

=====

4.
C10H18N4OS | wB97M-V/def2-TZVPD

The calculation puts the gap between HOMO and LUMO at 9.5 eV. The value obtained for the energy relative to the best compared isomer or geometry (same formula, charge and spin) is 18.5 kcal per mole. The molar mass is 242.35 g/mol.

ORCA input file:
```
! wB97M-V def2-TZVPD RIJCOSX def2/J DEFGRID3
* xyz 0 1
C -3.496 -5.300 -0.123
C -4.090 -6.099 -1.237
N -4.650 -6.685 -2.064
H -2.434 -5.542 -0.087
H -3.828 -5.723 0.825
H -3.631 -4.220 -0.188
C 3.432 -4.866 0.649
C 3.268 -6.033 1.555
N 3.105 -6.960 2.245
H 3.352 -5.440 -0.274
H 4.446 -4.471 0.710
H 2.698 -4.098 0.894
C -3.496 6.171 -2.158
C -2.953 4.983 -2.861
N -2.584 4.067 -3.426
H -3.150 6.920 -2.871
H -2.986 6.242 -1.197
H -4.576 6.227 -2.021
C 2.913 2.134 -2.537
C 2.762 3.559 -2.121
N 2.595 4.651 -1.783
H 3.958 1.826 -2.587
H 2.513 1.881 -3.518
H 2.331 1.533 -1.838
C -0.760 1.414 1.954
S 0.116 0.966 3.556
O 0.446 -0.482 3.330
C 1.638 2.062 3.172
H -0.593 2.438 1.620
H -1.825 1.234 2.103
H -0.356 0.751 1.189
H 1.470 2.652 2.271
H 2.471 1.426 2.872
H 1.895 2.784 3.947
*
```

=====

5.
C4H8N | wB97M-V/def2-TZVPD

The calculation puts the gap between HOMO and LUMO (spin up / spin down) at 7.6 / 7.9 eV. The value obtained for the energy relative to the best compared isomer or geometry (same formula, charge and spin) is 217.1 kcal per mole. The molar mass is 70.11 g/mol.

ORCA input file:
```
! wB97M-V def2-TZVPD RIJCOSX def2/J DEFGRID3
* xyz 1 1
C 2.842 0.184 0.089
C 0.475 -1.269 -0.257
C -1.849 -0.405 0.051
C -1.102 0.864 0.330
N -0.448 -0.302 -0.499
H 3.844 0.028 -0.398
H 2.592 1.148 0.426
H 0.782 -1.465 0.791
H -2.139 -1.254 0.699
H -2.632 -0.267 -0.736
H -1.473 1.707 -0.153
H -0.630 1.150 1.208
H -0.263 -0.119 -1.550
*
```

=====

6.
C5H10O | wB97M-V/def2-TZVPD

The calculation puts the gap between HOMO and LUMO at 10.6 eV. The value obtained for the energy relative to the best compared isomer or geometry (same formula, charge and spin) is 22.7 kcal per mole. Its structure (SMILES) is C/C=C/[C@H](C)O. The molar mass is 86.13 g/mol.

ORCA input file:
```
! wB97M-V def2-TZVPD RIJCOSX def2/J DEFGRID3
* xyz 0 1
C -2.263 1.095 -0.208
C -0.914 0.460 -0.394
C 0.140 0.696 0.388
C 1.295 -0.266 0.548
C 1.782 -0.997 -0.697
O 0.825 -1.203 1.522
H -2.344 1.545 0.787
H -3.045 0.330 -0.289
H -2.481 1.862 -0.958
H -0.837 -0.296 -1.177
H 0.061 1.449 1.174
H 2.149 0.236 1.016
H 0.962 -1.503 -1.218
H 2.497 -1.766 -0.388
H 2.278 -0.318 -1.399
H -0.107 -1.324 1.293
*
```

=====

7.
C2H2OS2 | wB97M-V/def2-TZVPD

The calculation puts the gap between HOMO and LUMO (spin up / spin down) at 6.3 / 8.1 eV. The value obtained for the energy relative to the best compared isomer or geometry (same formula, charge and spin) is 64.8 kcal per mole. As for the expectation value of S²: 2.01. The molar mass is 106.17 g/mol.

ORCA input file:
```
! wB97M-V def2-TZVPD RIJCOSX def2/J DEFGRID3
* xyz 0 3
C 1.549 -1.467 0.775
C -0.005 -0.946 -0.969
O 2.459 -0.754 1.106
S 0.332 -1.716 -2.336
S -0.989 0.135 -0.150
H 1.306 -2.346 1.215
H -2.244 0.305 -0.900
*
```

=====

8.
C40H56N8O4S2 | wB97M-V/def2-TZVPD

The calculation puts the gap between HOMO and LUMO at 8.1 eV. The value obtained for the energy relative to the best compared isomer or geometry (same formula, charge and spin) is 3.7 kcal per mole. Its structure (SMILES) is O=S1(=O)CCCC1.O=S1(=O)CCCC1.c1cc[nH]c1.c1cc[nH]c1.c1cc[nH]c1.c1cc[nH]c1.c1cc[nH]c1.c1cc[nH]c1.c1cc[nH]c1.c1cc[nH]c1. The molar mass is 777.07 g/mol.

ORCA input file:
```
! wB97M-V def2-TZVPD RIJCOSX def2/J DEFGRID3
* xyz 0 1
O -5.895 -0.815 -0.811
S -4.830 -0.909 0.165
O -3.438 -0.790 -0.155
C -5.187 0.412 1.394
C -5.480 -0.385 2.672
C -4.674 -1.654 2.689
C -5.060 -2.303 1.352
H -5.987 1.067 1.053
H -4.322 1.079 1.442
H -5.284 0.222 3.560
H -6.563 -0.509 2.610
H -5.037 -2.278 3.508
H -3.593 -1.597 2.801
H -6.105 -2.610 1.300
H -4.504 -3.179 1.015
O 1.431 2.238 -0.188
S 0.993 1.466 0.959
O 0.033 1.914 1.943
C 0.361 -0.197 0.347
C 1.097 -1.361 1.043
C 2.506 -0.720 1.165
C 2.467 0.685 1.710
H 0.667 -0.232 -0.698
H -0.720 -0.087 0.356
H 0.665 -1.672 1.991
H 1.246 -2.246 0.427
H 2.949 -0.710 0.166
H 3.104 -1.426 1.745
H 3.378 1.278 1.766
H 2.247 0.582 2.782
C 5.838 1.137 -0.872
C 4.792 0.802 -1.764
C 5.188 1.152 -3.026
N 6.494 1.546 -2.966
C 6.876 1.620 -1.663
H 5.877 1.046 0.199
H 3.811 0.489 -1.442
H 4.698 1.087 -3.984
H 6.982 1.820 -3.799
H 7.900 1.793 -1.372
C -2.046 2.340 -3.368
C -1.356 1.764 -2.289
C -2.227 1.656 -1.223
N -3.455 1.981 -1.710
C -3.386 2.350 -3.045
H -1.618 2.543 -4.337
H -0.274 1.753 -2.314
H -2.157 1.200 -0.254
H -4.332 1.685 -1.316
H -4.221 2.422 -3.718
C 3.715 -3.857 -2.079
C 3.977 -4.857 -3.050
C 3.902 -6.070 -2.416
N 3.813 -5.831 -1.076
C 3.632 -4.482 -0.856
H 3.666 -2.792 -2.235
H 4.245 -4.528 -4.043
H 3.929 -7.091 -2.759
H 3.557 -6.496 -0.368
H 3.698 -3.953 0.081
C -2.651 0.327 5.712
C -2.157 0.521 4.395
C -1.076 -0.279 4.142
N -0.907 -0.983 5.313
C -1.799 -0.612 6.265
H -3.448 0.924 6.117
H -2.644 1.189 3.694
H -0.320 -0.251 3.380
H -0.306 -1.788 5.357
H -1.789 -1.059 7.245
C 3.899 6.134 -1.929
C 5.260 6.182 -2.349
C 5.655 4.888 -2.599
N 4.607 4.049 -2.283
C 3.527 4.802 -1.962
H 3.324 6.938 -1.502
H 5.839 7.090 -2.301
H 6.594 4.444 -2.883
H 4.723 3.038 -2.335
H 2.594 4.298 -1.762
C -2.805 4.348 1.617
C -4.165 4.162 2.039
C -5.012 4.780 1.163
N -4.224 5.399 0.199
C -2.939 5.056 0.460
H -1.877 4.052 2.072
H -4.430 3.594 2.920
H -6.087 4.787 1.200
H -4.518 5.794 -0.674
H -2.158 5.332 -0.234
C -0.275 -4.537 2.351
C -1.229 -3.597 1.792
C -1.125 -3.682 0.441
N -0.038 -4.473 0.108
C 0.523 -4.856 1.291
H -0.078 -4.833 3.366
H -1.864 -2.898 2.314
H -1.555 -3.061 -0.328
H 0.255 -4.565 -0.849
H 1.377 -5.519 1.349
C -0.686 -3.430 -3.043
C 0.559 -2.788 -3.110
C 0.382 -1.457 -2.908
N -0.930 -1.230 -2.590
C -1.569 -2.432 -2.698
H -0.866 -4.481 -3.201
H 1.385 -3.320 -3.561
H 1.100 -0.699 -3.187
H -1.415 -0.351 -2.454
H -2.647 -2.438 -2.603
*
```

=====

9.
H22O11 | wB97M-V/def2-TZVPD

The calculation puts the gap between HOMO and LUMO at 10.2 eV. The value obtained for the energy relative to the best compared isomer or geometry (same formula, charge and spin) is 29.0 kcal per mole. Its structure (SMILES) is O.O.O.O.O.O.O.O.O.O.O. The molar mass is 198.17 g/mol.

ORCA input file:
```
! wB97M-V def2-TZVPD RIJCOSX def2/J DEFGRID3
* xyz 0 1
O -1.493 2.437 -0.767
H -0.733 2.608 -1.362
H -1.908 3.300 -0.635
O -3.338 -0.208 -0.121
H -3.475 0.719 -0.341
H -2.383 -0.328 -0.208
O 0.087 4.371 0.834
H 0.967 4.685 0.605
H -0.020 3.561 0.319
O -0.586 -3.537 0.554
H -0.485 -3.226 -0.357
H -1.534 -3.502 0.728
O -0.593 -2.107 -2.134
H -1.540 -2.296 -2.211
H -0.351 -1.712 -2.981
O 3.020 -1.512 1.298
H 3.328 -1.009 2.057
H 2.050 -1.493 1.377
O 1.191 2.759 -1.603
H 1.312 3.101 -2.498
H 1.821 2.028 -1.524
O 2.926 -2.931 -1.381
H 2.029 -2.855 -1.714
H 2.867 -2.687 -0.443
O 0.370 -1.502 2.732
H 0.216 -2.437 2.550
H -0.117 -1.041 2.034
O -1.222 1.548 2.181
H -0.436 1.742 2.704
H -1.124 2.084 1.386
O -0.215 -0.278 0.017
H -0.332 -0.888 -0.736
H -0.298 0.606 -0.360
*
```

=====

10.
C34H30BrI2N8O2SiV | wB97M-V/def2-TZVPD

The calculation puts the gap between HOMO and LUMO (spin up / spin down) at 6.0 / 6.3 eV. The value obtained for the energy relative to the best compared isomer or geometry (same formula, charge and spin) is 9.6 kcal per mole. As for the expectation value of S²: 3.78. The molar mass is 995.41 g/mol.

ORCA input file:
```
! wB97M-V def2-TZVPD RIJCOSX def2/J DEFGRID3
* xyz -1 4
V -0.050 -0.267 -0.144
C -1.040 -2.362 2.427
C -0.381 -1.113 2.947
C -0.308 -0.940 4.313
C 0.334 0.199 4.812
C 0.840 1.123 3.948
C 0.695 0.954 2.531
N 0.111 -0.211 2.070
N 1.045 1.837 1.626
Si 1.451 3.467 1.837
C 1.583 4.289 0.152
C 3.115 3.754 2.688
C 0.134 4.421 2.793
H -1.746 -2.737 3.168
H -0.298 -3.136 2.231
H -1.562 -2.191 1.489
H -0.738 -1.682 4.972
H 0.423 0.351 5.882
H 1.337 2.012 4.312
H 2.383 3.865 -0.462
H 1.790 5.356 0.263
H 0.646 4.175 -0.396
H 3.901 3.196 2.170
H 3.114 3.425 3.729
H 3.391 4.813 2.673
H -0.795 4.442 2.218
H 0.437 5.455 2.974
H -0.080 3.957 3.759
Br -5.108 1.691 4.824
C -4.181 1.101 3.272
C -4.588 -0.063 2.646
C -3.897 -0.499 1.524
C -2.814 0.224 1.046
C -2.427 1.400 1.681
C -3.109 1.842 2.799
N -2.059 -0.223 -0.069
C -2.717 -0.514 -1.169
C -1.962 -0.877 -2.329
C -2.547 -1.186 -3.563
C -1.734 -1.502 -4.625
C -0.350 -1.517 -4.444
C 0.155 -1.192 -3.202
N -0.621 -0.868 -2.169
H -5.422 -0.631 3.034
H -4.179 -1.427 1.041
H -1.580 1.954 1.293
H -2.805 2.750 3.300
H -3.793 -0.396 -1.227
H -3.624 -1.155 -3.663
H -2.162 -1.733 -5.592
H 0.323 -1.762 -5.253
H 1.223 -1.176 -3.017
I 0.672 -5.499 -0.023
C 2.077 -3.972 -0.156
C 3.443 -4.281 -0.250
C 4.398 -3.304 -0.336
I 6.406 -3.870 -0.454
C 4.019 -1.937 -0.346
C 4.891 -0.829 -0.423
C 4.384 0.441 -0.424
C 2.994 0.633 -0.364
N 2.158 -0.377 -0.303
C 2.643 -1.642 -0.269
C 1.622 -2.656 -0.142
O 0.401 -2.289 -0.042
H 3.737 -5.322 -0.248
H 5.959 -0.998 -0.473
H 5.035 1.303 -0.464
H 2.543 1.615 -0.334
N 1.079 2.021 -3.024
C -0.033 2.019 -2.227
O 0.089 1.591 -1.048
C -1.244 2.498 -2.776
C -1.268 2.944 -4.117
N -1.205 3.306 -5.214
C -2.426 2.550 -2.000
N -3.396 2.607 -1.377
H 1.080 2.553 -3.878
H 1.955 1.878 -2.552
*
```

=====

11.
C4H9NO2 | wB97M-V/def2-TZVPD

The calculation puts the gap between HOMO and LUMO at 9.4 eV. The value obtained for the energy relative to the best compared isomer or geometry (same formula, charge and spin) is 56.5 kcal per mole. Its structure (SMILES) is N[C@H](CO)CC=O. The molar mass is 103.12 g/mol.

ORCA input file:
```
! wB97M-V def2-TZVPD RIJCOSX def2/J DEFGRID3
* xyz 0 1
N -1.310 0.329 0.664
C 0.098 -0.082 0.566
C 0.942 1.186 0.271
O 1.177 1.875 1.493
C 0.356 -1.069 -0.579
C -0.892 -1.714 -1.167
O -1.665 -2.381 -0.530
H -1.551 1.221 1.019
H -1.946 -0.061 -0.006
H 0.320 -0.436 1.573
H 1.862 0.818 -0.213
H 0.473 1.877 -0.429
H 1.250 2.816 1.265
H 0.936 -1.922 -0.212
H 0.904 -0.698 -1.444
H -0.955 -1.760 -2.273
*
```